(A)
This record from the OMol25 dataset describes the ion C5H11N2O with charge +1. The level of theory is wB97M-V/def2-TZVPD.

Summary:
Net charge ... +1
Gap between HOMO and LUMO ... 8.895 eV
2S+1 ... 1

```
19
C5H11N2O wB97M-V/def2-TZVPD
H 3.42 -0.92 0.31
N -0.29 -1.43 -0.06
H -0.64 -2.23 0.48
N 1.58 0.03 0.00
C -1.14 -0.41 -0.20
H 1.65 -2.14 -0.10
C 2.97 0.09 0.42
C 1.02 -1.19 -0.09
H 1.09 2.06 0.15
H 3.58 0.84 -0.03
H -1.19 -0.06 -1.22
O -2.30 -0.31 0.45
C 0.79 1.06 -0.31
H -3.65 0.39 -1.03
C -3.24 0.63 0.03
H 3.02 0.45 1.44
H -3.93 0.37 0.78
H -3.00 1.72 0.33
H 0.28 1.05 -1.34
```

Atomic partial charges in e from the Löwdin method, atoms 1 to 2: H 0.118; N 0.112



(B)
This record from the OMol25 dataset describes a cluster of 2 separate species, C5H11N2O in total. The level of theory is wB97M-V/def2-TZVPD.

Summary:
Net charge ... +1
Gap between HOMO and LUMO ... 10.736 eV
2S+1 ... 1

```
19
C5H11N2O wB97M-V/def2-TZVPD
H -0.70 -1.86 -2.34
C -1.31 -1.60 -0.22
O 0.90 3.69 0.91
H -2.06 -2.82 -1.94
H 1.30 -2.07 0.11
C 1.91 -0.10 0.51
C -1.65 -1.85 -1.70
C -0.28 -0.55 0.03
H 0.45 3.58 1.83
N 1.09 -1.14 0.18
H -2.26 -1.08 -2.06
H -2.30 -1.29 0.29
H -0.95 -2.55 0.38
H 3.00 -0.06 0.44
N 1.18 1.03 0.62
H 1.37 1.98 0.79
H -1.05 1.57 0.68
C -0.18 0.73 0.44
H 1.53 4.38 1.04
```

Atomic partial charges in e from the Löwdin method, atoms 1 to 2: H 0.105; C -0.199



Stability check: which of them is most stable? (B).



(A)
This record from the OMol25 dataset describes the ion C5H11N2O with charge +1. The level of theory is wB97M-V/def2-TZVPD.

Summary:
Net charge ... +1
Gap between HOMO and LUMO (spin up / spin down) ... 8.569 / 8.577 eV
2S+1 ... 1
SMILES ... CC(C)(CC[O-])[N+]#[NH+]

```
19
C5H11N2O wB97M-V/def2-TZVPD
C -0.30 0.32 -0.04
C 0.30 -1.07 -0.67
H -1.12 0.89 -1.90
H 1.60 2.83 -0.07
N 0.76 2.37 -0.21
H -1.87 -0.08 1.60
H -2.02 1.54 -0.48
C -0.79 -0.19 1.44
H 2.26 -1.83 -0.53
N 0.64 1.24 0.02
O 2.18 0.12 0.18
H -0.21 0.22 2.21
H -0.66 -1.25 1.52
H 0.55 -1.19 -1.79
C -1.53 0.68 -0.90
C 1.62 -1.17 0.01
H -0.46 -1.81 -0.42
H 1.34 -1.52 0.99
H -2.30 -0.12 -0.96
```

Atomic partial charges in e from the Löwdin method, atoms 1 to 2: C -0.462; C -0.066



(B)
This record from the OMol25 dataset describes a cluster of 2 separate species, C5H11N2O in total. The level of theory is wB97M-V/def2-TZVPD.

Summary:
Net charge ... +1
Gap between HOMO and LUMO ... 7.508 eV
2S+1 ... 1

```
19
C5H11N2O wB97M-V/def2-TZVPD
H 1.86 3.16 1.63
H 1.01 0.36 -1.52
N -0.79 -0.57 -0.96
H 2.68 2.42 0.11
C -1.59 0.66 -0.86
H -2.00 -1.46 0.49
H 1.07 -1.37 -1.20
N 1.67 1.14 1.30
H -1.80 0.72 0.29
C 0.44 -0.55 -1.24
H -0.75 -2.53 -0.56
C 1.03 0.11 1.50
O 1.41 -0.87 2.31
C 2.07 2.33 0.99
C -1.51 -1.76 -0.52
H -2.46 0.50 -1.53
H 0.80 -1.69 2.15
H -0.79 1.37 -1.09
H -2.36 -1.97 -1.30
```

Atomic partial charges in e from the Löwdin method, atoms 1 to 2: H 0.080; H 0.138



Stability check: which of them is most stable? (B).



(A)
This record from the OMol25 dataset describes the molecule C12H25N3O3. The level of theory is wB97M-V/def2-TZVPD.

Summary:
Gap between HOMO and LUMO ... 9.498 eV
2S+1 ... 1
SMILES ... CC[C@H](C)[C@H](N)C(=O)N[C@@H](CCCCN)C(=O)O

```
43
C12H25N3O3 wB97M-V/def2-TZVPD
H 2.92 1.46 0.32
N 2.73 -1.32 -3.18
H 0.78 0.77 1.39
C -1.55 0.16 1.64
H -0.88 0.26 2.47
H 0.65 -1.62 1.75
H 1.92 3.47 3.25
O -2.70 1.79 0.25
O 0.51 3.96 1.70
H 2.56 1.20 -2.07
C -2.75 -0.77 -1.35
H -2.01 -2.63 -0.48
H -0.60 -0.61 -0.08
C -2.32 -1.64 -0.14
C 1.84 0.76 -1.35
N -2.88 0.10 2.27
H 1.97 2.69 -0.45
C -0.35 -2.04 1.50
C 2.15 -0.72 -0.93
H 1.51 -0.96 -0.09
H -3.10 -1.48 -2.18
H 2.53 -0.41 -3.61
N -0.46 1.85 0.17
C 0.84 1.72 0.87
C -1.65 1.32 0.62
O 1.69 2.54 2.94
H 0.86 0.88 -1.85
H -1.84 -0.15 -1.61
C 0.93 2.87 1.92
C -1.21 -1.04 0.76
H 2.80 -2.03 -3.93
C 1.95 -1.71 -2.04
H -3.59 0.21 1.56
H -3.20 -1.88 0.37
H -0.24 -2.88 0.80
H -0.73 -2.50 2.42
H 2.19 -2.73 -1.85
H -3.06 -0.68 2.87
C 1.95 1.65 -0.16
H -3.61 -0.07 -1.09
H -0.58 2.55 -0.54
H 0.87 -1.62 -2.23
H 3.20 -0.70 -0.64
```

Atomic partial charges in e from the Löwdin method, atoms 1 to 2: H 0.133; N -0.015



(B)
This record from the OMol25 dataset describes the molecule C12H25N3O3. The level of theory is wB97M-V/def2-TZVPD.

Summary:
Gap between HOMO and LUMO ... 10.100 eV
2S+1 ... 1
SMILES ... CC(C)C[C@H](N)C(=O)N[C@@H](CCCCN)C(=O)O

```
43
C12H25N3O3 wB97M-V/def2-TZVPD
C 4.51 -0.48 -1.22
H -3.84 -2.10 0.12
C -0.54 1.20 -0.36
H -5.90 -2.59 -0.76
H -1.59 1.98 1.38
C 2.44 -1.80 -1.73
O 0.91 0.86 2.12
C 0.89 -0.01 1.24
H 1.29 1.73 0.64
H 1.37 -1.93 -1.53
H 2.47 -1.63 -2.85
H -4.43 0.80 -0.49
C -3.73 -0.03 -0.36
H 2.64 0.25 -1.04
H -2.44 2.18 -0.17
H 4.95 0.32 -0.70
H -2.12 -0.66 1.03
H 0.18 -2.67 1.59
H 1.38 -3.22 0.54
H 4.74 -0.20 -2.30
C 0.28 2.53 -0.47
C 1.66 -1.31 1.36
H 5.11 -1.41 -1.02
H 3.58 -2.16 0.86
C -1.86 1.45 0.41
H -0.78 1.09 -1.44
N 0.84 -2.43 0.86
C -4.50 -1.27 -0.05
H 1.88 -1.45 2.41
N -5.56 -1.64 -1.00
O 1.42 2.57 0.23
H -3.18 -0.25 -1.33
H -3.27 0.44 1.64
C 3.07 -0.72 -0.90
H 3.63 -0.38 1.12
C -2.73 0.25 0.71
H 2.93 -2.82 -1.52
O -0.15 3.43 -1.09
H -5.18 -1.86 -1.93
H -0.12 -0.77 -0.42
N 0.29 0.06 0.03
H -5.01 -1.20 0.94
C 3.06 -1.19 0.69
```

Atomic partial charges in e from the Löwdin method, atoms 1 to 2: C -0.113; H 0.097



Stability check: which of them is most stable? (A).



(A)
This record from the OMol25 dataset describes the ion C4H7ClNO with charge +1. The level of theory is wB97M-V/def2-TZVPD.

Summary:
Net charge ... +1
Gap between HOMO and LUMO ... 11.510 eV
2S+1 ... 1
SMILES ... O=C(Cl)[C@H]1CC[NH2+]1

```
14
C4H7ClNO wB97M-V/def2-TZVPD
C 0.37 1.04 -0.31
C 1.05 -0.06 0.55
H 0.98 1.38 -1.15
C -0.76 0.01 -0.52
Cl 3.70 0.56 -0.05
H -1.71 0.22 -0.08
H 1.40 0.21 1.52
H -0.08 1.90 0.30
N 0.00 -0.93 0.31
H -1.06 -0.39 -1.46
H -0.38 -1.40 1.13
H 0.22 -1.85 -0.14
O 2.50 -1.75 -0.18
C 2.42 -0.53 0.02
```

Atomic partial charges in e from the Löwdin method, atoms 1 to 2: C -0.036; C -0.280



(B)
This record from the OMol25 dataset describes a cluster of 2 separate species, C4H7ClNO in total. The level of theory is wB97M-V/def2-TZVPD.

Summary:
Net charge ... +1
Gap between HOMO and LUMO (spin up / spin down) ... 10.169 / 6.360 eV
2S+1 ... 1

```
14
C4H7ClNO wB97M-V/def2-TZVPD
C -0.79 0.84 0.91
C -0.37 -0.11 -0.14
C 3.38 -0.73 0.13
Cl 4.31 0.51 -0.25
C -0.83 1.26 -0.55
N -1.04 -1.37 -0.41
H -0.16 1.99 -0.83
H -1.92 1.44 -0.82
H -2.01 -1.33 -0.12
H -0.63 -1.53 -1.35
H -0.57 -2.23 0.07
O 2.24 -0.94 0.36
H 0.01 1.44 1.47
H -1.61 0.77 1.53
```

Atomic partial charges in e from the Löwdin method, atoms 1 to 2: C -0.095; C -0.178



Stability check: which of them is most stable? (A).